Entry 1:
Entry from the OMol25 dataset: one molecule with the formula C5H9NOS (the ωB97M-V functional and the def2-TZVPD basis).

- Gap between HOMO and LUMO: 8.95 eV
- SMILES string: C=NOC(=S)CCC
- ΔE to the lowest compared entry with this formula, charge and spin: 2.7624 eV
- Strongest force on any atom: 1.4 eV/Å

```
! RIJCOSX wB97M-V def2-TZVPD def2/J DEFGRID3
* xyz 0 1
C -2.870 1.200 0.466
N -1.662 0.870 0.644
O -1.561 -0.523 0.712
C -0.326 -1.018 0.907
S -0.200 -2.631 1.094
C 0.842 -0.056 0.911
C 1.189 0.451 -0.512
C 1.600 -0.662 -1.474
H -3.670 0.465 0.362
H -3.093 2.282 0.418
H 0.573 0.790 1.534
H 1.708 -0.594 1.346
H 2.039 1.176 -0.349
H 0.352 1.016 -0.903
H 2.414 -1.228 -1.078
H 1.902 -0.223 -2.422
H 0.762 -1.315 -1.656
*
```



Entry 2:
Entry from the OMol25 dataset: one molecule with the formula C5H9NS (the ωB97M-V functional and the def2-TZVPD basis).

- Gap between HOMO and LUMO: 7.31 eV
- ΔE to the lowest compared entry with this formula, charge and spin: 4.7974 eV
- Strongest force on any atom: 4.0 eV/Å

```
! RIJCOSX wB97M-V def2-TZVPD def2/J DEFGRID3
* xyz 0 1
C 0.570 1.097 -1.059
C 0.882 1.319 0.291
C -0.363 0.487 0.700
C -0.849 0.654 -3.118
C 0.412 -1.615 2.257
N 0.152 1.164 -2.170
S -0.248 -1.205 0.609
H 1.709 0.935 0.697
H 0.914 2.313 0.676
H -1.278 0.925 0.540
H -0.615 -0.405 -3.563
H -0.716 1.492 -3.910
H -1.891 0.697 -2.746
H 1.347 -1.029 2.371
H 0.668 -2.757 2.518
H -0.327 -1.146 2.947
*
```



Entry 3:
Entry from the OMol25 dataset: a 2-piece molecular cluster, C5H9NS overall (the ωB97M-V functional and the def2-TZVPD basis).

- Gap between HOMO and LUMO: 8.52 eV
- ΔE to the lowest compared entry with this formula, charge and spin: 4.4621 eV
- Strongest force on any atom: 3.1 eV/Å

```
! RIJCOSX wB97M-V def2-TZVPD def2/J DEFGRID3
* xyz 0 1
C 1.795 0.083 0.315
C 1.638 -2.106 -0.715
C -1.219 0.416 -0.176
C -1.497 0.511 1.260
C -0.375 1.457 -0.872
N 1.573 -1.109 0.031
S -1.676 -0.886 -0.985
H 1.553 0.459 1.327
H 0.775 -2.597 -1.176
H 2.561 -2.655 -0.955
H -1.264 -0.406 1.828
H -2.518 0.522 1.184
H -0.998 1.309 1.812
H -0.565 1.477 -1.929
H 0.619 1.134 -0.510
H -0.400 2.393 -0.439
*
```



Entry 4:
Entry from the OMol25 dataset: C5H9NS as an isolated structure (the ωB97M-V functional and the def2-TZVPD basis).

- Gap between HOMO and LUMO: 9.54 eV
- ΔE to the lowest compared entry with this formula, charge and spin: 2.4893 eV
- Strongest force on any atom: 3.6 eV/Å

```
! RIJCOSX wB97M-V def2-TZVPD def2/J DEFGRID3
* xyz 0 1
C -0.332 0.622 0.590
C -0.562 -0.880 0.769
C -0.054 -1.407 -0.581
C 1.146 0.215 0.488
C 0.822 -0.954 1.519
H 0.071 1.206 -1.601
H -0.486 1.161 1.621
H -1.590 -1.203 1.093
H -0.925 -1.456 -1.381
H 0.096 -2.497 -0.655
H 1.965 -1.329 -1.032
H 1.871 0.932 0.587
H 0.903 -0.644 2.577
H 1.459 -1.799 1.282
N 1.170 -0.625 -0.746
S -1.105 1.526 -0.874
*
```



Entry 5:
Entry from the OMol25 dataset: one molecule with the formula C5H9NS (the ωB97M-V functional and the def2-TZVPD basis).

- Gap between HOMO and LUMO: 10.44 eV
- SMILES string: CC(C)[C@H](S)C#N
- ΔE to the lowest compared entry with this formula, charge and spin: 1.2448 eV
- Strongest force on any atom: 3.8 eV/Å

```
! RIJCOSX wB97M-V def2-TZVPD def2/J DEFGRID3
* xyz 0 1
C -0.421 -1.623 0.580
C -0.694 -0.188 0.136
C -0.352 -0.041 -1.365
C 0.262 0.770 0.889
S -0.069 2.488 0.303
C 1.734 0.543 0.750
N 2.857 0.578 0.678
H 0.504 -1.995 0.002
H -1.392 -2.207 0.470
H -0.344 -1.592 1.614
H -1.648 0.315 0.246
H 0.639 0.391 -1.484
H -1.024 0.571 -2.013
H -0.345 -1.008 -1.790
H 0.075 0.747 1.888
H 0.218 2.250 -0.905
*
```



Entry 6:
Entry from the OMol25 dataset: C5H9NS as an isolated structure (the ωB97M-V functional and the def2-TZVPD basis).

- Gap between HOMO and LUMO: 9.67 eV
- ΔE to the lowest compared entry with this formula, charge and spin: 1.7086 eV
- Strongest force on any atom: 2.9 eV/Å

```
! RIJCOSX wB97M-V def2-TZVPD def2/J DEFGRID3
* xyz 0 1
C -0.595 0.857 -0.152
C -0.339 -0.254 -1.158
C -0.189 -1.408 -0.108
C 0.752 -0.707 0.975
C 0.879 0.628 0.230
H -1.678 1.984 1.733
H -0.716 1.841 -0.571
H -0.879 -0.502 -2.081
H -1.119 -1.877 0.137
H 0.328 -2.187 -0.676
H 0.263 -0.605 1.949
H 1.661 -1.218 1.028
H 1.534 1.354 0.679
H 1.078 1.040 -1.804
N 1.035 0.225 -1.233
S -2.015 0.831 1.052
*
```



Entry 7:
Entry from the OMol25 dataset: C5H9NS as an isolated structure (the ωB97M-V functional and the def2-TZVPD basis).

- Gap between HOMO and LUMO: 8.28 eV
- ΔE to the lowest compared entry with this formula, charge and spin: 2.0523 eV
- Strongest force on any atom: 2.7 eV/Å

```
! RIJCOSX wB97M-V def2-TZVPD def2/J DEFGRID3
* xyz 0 1
C 1.734 -0.580 -0.130
C 0.568 -0.602 -1.133
C 0.710 -0.635 1.018
C -0.925 1.217 0.085
C -0.332 -0.185 0.012
N -2.323 0.909 -0.210
S -2.237 -0.833 0.080
H 2.445 -1.402 -0.181
H 2.267 0.367 -0.160
H 0.611 0.077 -1.981
H 0.344 -1.607 -1.480
H 0.551 -1.652 1.368
H 0.867 0.018 1.873
H -0.776 1.650 1.081
H -0.521 1.903 -0.665
H -2.982 1.355 0.424
*
```



Entry 8:
Entry from the OMol25 dataset: one molecule with the formula C5H9NS2 (the ωB97M-V functional and the def2-TZVPD basis).

- Gap between HOMO and LUMO: 9.21 eV
- SMILES string: CN[C@@H]1[C@H]2SCS[C@@H]12
- ΔE to the lowest compared entry with this formula, charge and spin: 1.6400 eV
- Strongest force on any atom: 3.1 eV/Å

```
! RIJCOSX wB97M-V def2-TZVPD def2/J DEFGRID3
* xyz 0 1
C -0.935 2.039 -2.520
N -0.453 2.193 -1.116
C -0.443 0.931 -0.442
C 0.519 0.704 0.723
S 0.148 -0.345 2.114
C -0.512 -1.635 1.044
S 0.517 -1.802 -0.478
C 0.701 -0.018 -0.553
H -2.011 1.650 -2.407
H -0.312 1.399 -3.191
H -0.965 3.009 -3.001
H 0.585 2.456 -1.215
H -1.493 0.560 -0.379
H 1.140 1.519 1.012
H -0.404 -2.515 1.694
H -1.553 -1.440 0.789
H 1.558 0.240 -1.178
*
```



Entry 9:
Entry from the OMol25 dataset: one molecule with the formula C5H9NSi (the ωB97M-V functional and the def2-TZVPD basis).

- Gap between HOMO and LUMO: 8.44 eV
- SMILES string: Cc1[nH]ccc1[SiH3]
- ΔE to the lowest compared entry with this formula, charge and spin: 2.4847 eV
- Strongest force on any atom: 7.5 eV/Å

```
! RIJCOSX wB97M-V def2-TZVPD def2/J DEFGRID3
* xyz 0 1
C -0.748 -1.806 -0.570
C -0.680 -0.436 -0.072
N -1.673 0.394 0.323
C -1.315 1.726 0.405
C 0.055 1.883 0.101
C 0.708 0.658 -0.369
Si 2.229 -0.086 0.180
H -1.496 -2.420 -0.059
H -1.264 -1.857 -1.535
H 0.230 -2.208 -0.484
H -2.585 0.222 0.603
H -1.988 2.415 0.777
H 0.482 2.866 0.034
H 2.729 0.070 1.502
H 3.265 0.196 -0.853
H 2.053 -1.616 0.015
*
```



Entry 10:
Entry from the OMol25 dataset: one molecule with the formula C5H9NSi (the ωB97M-V functional and the def2-TZVPD basis).

- Gap between HOMO and LUMO: 9.27 eV
- SMILES string: [SiH3]NC1C=CC=C1
- ΔE to the lowest compared entry with this formula, charge and spin: 1.2850 eV
- Strongest force on any atom: 3.0 eV/Å

```
! RIJCOSX wB97M-V def2-TZVPD def2/J DEFGRID3
* xyz 0 1
Si -1.139 -0.267 -2.385
N -0.936 0.470 -0.805
C 0.346 0.382 -0.059
C 0.855 -0.972 0.581
C 0.928 -0.855 1.917
C 0.591 0.517 2.297
C 0.313 1.249 1.174
H -0.816 -1.650 -2.313
H -0.006 0.235 -3.353
H -2.547 0.208 -2.783
H -1.770 0.367 -0.268
H 1.198 0.817 -0.703
H 1.131 -1.717 -0.096
H 1.276 -1.714 2.446
H 0.665 0.753 3.359
H -0.088 2.179 0.991
*
```



Entry 11:
Entry from the OMol25 dataset: C5H9NaO2 as an isolated structure (the ωB97M-V functional and the def2-TZVPD basis).

- Gap between HOMO and LUMO (alpha / beta): 7.73 / 8.62 eV
- ΔE to the lowest compared entry with this formula, charge and spin: 0.0000 eV
- Strongest force on any atom: 1.1 eV/Å

```
! RIJCOSX wB97M-V def2-TZVPD def2/J DEFGRID3
* xyz 1 2
O 0.832 0.495 0.986
Na 2.252 3.811 1.037
C 0.426 1.664 0.609
O -0.575 1.839 -0.191
C 0.403 -0.847 0.609
C 1.513 -1.794 0.988
H -0.521 -1.066 1.155
H 0.211 -0.878 -0.470
H 1.783 -1.689 2.047
H 1.175 -2.822 0.805
H 2.412 -1.597 0.390
C -1.651 0.916 -0.655
C -1.311 0.242 -1.919
H -1.907 0.218 0.148
H -2.501 1.606 -0.776
H -0.928 -0.778 -1.893
H -1.614 0.681 -2.870
*
```



Entry 12:
Entry from the OMol25 dataset: C5H9NdO3 as an isolated structure (the ωB97M-V functional and the def2-TZVPD basis).

- Gap between HOMO and LUMO (alpha / beta): 5.88 / 5.92 eV
- ΔE to the lowest compared entry with this formula, charge and spin: 0.0000 eV
- Strongest force on any atom: 2.9 eV/Å

```
! RIJCOSX wB97M-V def2-TZVPD def2/J DEFGRID3
* xyz 1 5
O 0.261 0.771 -0.186
Nd 0.044 -1.006 -2.308
O -0.538 -1.275 0.012
C -0.215 -0.215 0.718
C 0.995 1.878 0.331
C 1.294 2.842 -0.793
H 0.396 2.360 1.118
H 1.926 1.504 0.785
H 0.377 3.335 -1.141
H 1.989 3.612 -0.436
H 1.761 2.321 -1.640
O -1.315 0.382 1.404
C -1.452 -0.044 2.685
C -2.081 0.702 3.604
H 0.526 -0.422 1.560
H -2.403 1.722 3.389
H -2.197 0.313 4.614
H -0.997 -0.998 2.979
*
```



Entry 13:
Entry from the OMol25 dataset: an isolated ion of composition C5H9O and charge +1 (the ωB97M-V functional and the def2-TZVPD basis).

- Gap between HOMO and LUMO (alpha / beta): 7.38 / 9.55 eV
- ΔE to the lowest compared entry with this formula, charge and spin: 1.9727 eV
- Strongest force on any atom: 11.6 eV/Å

```
! RIJCOSX wB97M-V def2-TZVPD def2/J DEFGRID3
* xyz 1 3
C 1.367 0.859 -0.033
C 0.209 1.213 0.423
C 1.576 -0.595 -0.175
C 0.006 -1.156 0.459
C -1.819 0.167 -0.331
O -0.762 0.133 0.618
H 1.984 1.634 -0.429
H -0.115 2.216 0.547
H 1.768 -0.871 -1.133
H 2.393 -0.881 0.517
H -0.551 -1.789 -0.341
H 0.087 -1.505 1.539
H -1.386 -0.195 -1.317
H -2.616 -0.469 0.044
H -2.140 1.238 -0.387
*
```



Entry 14:
Entry from the OMol25 dataset: C5H9O3Pd as an isolated structure (the ωB97M-V functional and the def2-TZVPD basis).

- Gap between HOMO and LUMO (alpha / beta): 4.58 / 7.41 eV
- Strongest force on any atom: 17.2 eV/Å

```
! RIJCOSX wB97M-V def2-TZVPD def2/J DEFGRID3
* xyz -1 3
O 0.563 -3.014 -3.992
Pd -1.921 -3.898 -3.686
O -1.301 -2.657 -2.865
C -0.200 -2.139 -3.267
C 1.976 -2.913 -3.887
C 2.598 -4.065 -4.644
H 2.304 -1.946 -4.298
H 2.259 -2.950 -2.824
H 2.278 -4.065 -5.695
H 3.692 -3.976 -4.618
H 2.319 -5.025 -4.189
O -0.086 -0.894 -3.582
C 0.132 0.212 -1.603
C 0.994 1.216 -1.757
H -0.827 0.364 -1.099
H 1.448 1.423 -2.730
H 0.991 2.065 -1.071
H 0.270 -1.049 -1.675
*
```



Entry 15:
Entry from the OMol25 dataset: C5H9O3Rh as an isolated structure (the ωB97M-V functional and the def2-TZVPD basis).

- Gap between HOMO and LUMO (alpha / beta): 5.51 / 5.80 eV
- ΔE to the lowest compared entry with this formula, charge and spin: 0.8608 eV
- Strongest force on any atom: 3.4 eV/Å

```
! RIJCOSX wB97M-V def2-TZVPD def2/J DEFGRID3
* xyz 0 5
H -2.648 1.855 2.090
O 1.389 -0.341 -0.134
Rh 3.290 2.392 -0.631
O 1.350 1.858 -0.344
C 0.747 0.805 -0.145
O -0.532 0.705 0.061
C -1.440 1.764 -0.255
C 0.648 -1.582 -0.160
C 1.630 -2.720 -0.271
H 0.052 -1.650 0.759
H -0.042 -1.559 -1.014
H 2.361 -2.696 0.547
H 1.074 -3.666 -0.212
H 2.164 -2.691 -1.230
C -2.636 1.662 0.463
H -0.933 2.735 -0.278
H -3.359 2.455 0.251
H -3.115 0.676 0.504
*
```



Entry 16:
Entry from the OMol25 dataset: a 2-piece molecular cluster, C5H9O4 overall (the ωB97M-V functional and the def2-TZVPD basis).

- Gap between HOMO and LUMO (alpha / beta): 5.59 / 10.57 eV
- ΔE to the lowest compared entry with this formula, charge and spin: 2.4574 eV
- Strongest force on any atom: 3.7 eV/Å

```
! RIJCOSX wB97M-V def2-TZVPD def2/J DEFGRID3
* xyz 0 2
O 3.905 1.289 0.035
C 3.161 0.425 -0.236
O 2.435 -0.438 0.257
C 0.657 -0.984 -0.319
O -0.227 -0.051 0.120
C -0.759 -0.233 1.423
C -1.780 0.829 1.752
O -2.942 0.646 0.988
C -3.926 1.616 1.245
H 0.791 -0.923 -1.402
H 0.645 -1.955 0.188
H 0.063 -0.159 2.150
H -1.211 -1.235 1.499
H -1.346 1.829 1.567
H -2.012 0.759 2.831
H -4.792 1.393 0.611
H -4.237 1.597 2.304
H -3.558 2.629 1.006
*
```



Entry 17:
Entry from the OMol25 dataset: C5H9OP as an isolated structure (the ωB97M-V functional and the def2-TZVPD basis).

- Gap between HOMO and LUMO: 9.18 eV
- ΔE to the lowest compared entry with this formula, charge and spin: 4.3745 eV
- Strongest force on any atom: 4.9 eV/Å

```
! RIJCOSX wB97M-V def2-TZVPD def2/J DEFGRID3
* xyz 0 1
C 1.300 0.932 -1.205
C 1.174 0.993 0.260
C 0.555 -1.584 -0.203
C -0.774 -0.792 -0.371
C 0.487 -0.080 -0.406
O -1.486 -0.898 1.329
P -2.373 0.305 1.814
H 0.698 1.483 -1.896
H 2.196 0.651 -1.670
H 2.125 0.642 0.791
H 0.649 1.861 0.680
H 0.890 -1.940 0.748
H 0.745 -2.329 -1.013
H -1.482 -1.101 -1.132
H -1.385 1.288 1.416
H -3.318 0.567 0.858
*
```



Entry 18:
Entry from the OMol25 dataset: one molecule with the formula C5H9OP (the ωB97M-V functional and the def2-TZVPD basis).

- Gap between HOMO and LUMO: 10.22 eV
- SMILES string: C=CP(C)(=O)C=C
- ΔE to the lowest compared entry with this formula, charge and spin: 0.6038 eV
- Strongest force on any atom: 5.3 eV/Å

```
! RIJCOSX wB97M-V def2-TZVPD def2/J DEFGRID3
* xyz 0 1
C 2.478 -1.001 -0.183
C 1.521 -0.284 0.376
P 0.077 0.236 -0.587
C -0.230 1.984 -0.104
O 0.263 0.226 -2.189
C -1.291 -0.690 0.159
C -1.900 -1.709 -0.417
H 3.358 -1.327 0.346
H 2.393 -1.270 -1.223
H 1.536 0.025 1.413
H -1.201 2.112 0.366
H 0.552 2.363 0.549
H -0.210 2.534 -1.041
H -1.562 -0.342 1.149
H -2.708 -2.234 0.071
H -1.615 -2.042 -1.401
*
```



Entry 19:
Entry from the OMol25 dataset: a 2-piece molecular cluster, C5H9P overall (the ωB97M-V functional and the def2-TZVPD basis).

- Gap between HOMO and LUMO: 9.71 eV
- SMILES string: C=CPC.C#C
- ΔE to the lowest compared entry with this formula, charge and spin: 2.5428 eV
- Strongest force on any atom: 3.7 eV/Å

```
! RIJCOSX wB97M-V def2-TZVPD def2/J DEFGRID3
* xyz 0 1
C -0.350 -0.754 -1.565
C -0.193 -0.333 -0.280
P -1.476 0.030 0.919
C -2.423 1.033 -0.279
H 0.508 -0.778 -2.221
H -1.335 -0.963 -2.025
H 0.766 -0.106 0.047
H -0.949 1.230 1.577
H -3.297 1.513 0.214
H -2.669 0.358 -1.069
H -1.759 1.756 -0.658
C 3.723 -0.421 1.110
C 2.862 -1.080 1.564
H 4.644 0.021 0.728
H 1.949 -1.507 1.937
*
```



Entry 20:
Entry from the OMol25 dataset: a 2-piece molecular cluster, C5H9S overall (the ωB97M-V functional and the def2-TZVPD basis).

- Gap between HOMO and LUMO: 5.91 eV
- ΔE to the lowest compared entry with this formula, charge and spin: 0.0000 eV
- Strongest force on any atom: 0.7 eV/Å

```
! RIJCOSX wB97M-V def2-TZVPD def2/J DEFGRID3
* xyz -1 1
C -2.167 2.186 1.186
S -2.423 0.768 0.099
H -2.570 3.097 0.728
H -2.670 2.105 2.158
H -1.098 2.400 1.369
C 0.730 -0.263 1.043
C 0.539 -0.884 -0.118
C 1.645 -1.383 -0.933
C 1.507 -1.810 -2.187
H 1.702 0.035 1.427
H -0.124 0.105 1.601
H -0.478 -1.024 -0.467
H 2.628 -1.320 -0.460
H 2.283 -2.155 -2.860
H 0.496 -1.855 -2.585
*
```